Entry 1:
A 2-piece molecular cluster, C4H8O3 overall, computed with ωB97M-V with the def2-TZVPD basis set.

Values from the calculation:
total charge	0
multiplicity	1
E	-10417.7231	eV
energy above the lowest of the compared OMol25 structures with the same formula, charge and spin	316.52	kJ/mol
structure (SMILES)	OC[C@H]1CO1.C=O

```
15
C4H8O3 | the OMol25 dataset | ωB97M-V with the def2-TZVPD basis set
O -1.671 0.293 -1.067
C -0.304 0.145 -1.364
C 0.305 -0.994 -0.576
C -0.246 -1.398 0.710
O -0.553 -2.129 -0.480
H -2.030 -0.608 -1.089
H 0.197 1.086 -1.116
H -0.143 -0.036 -2.438
H 1.351 -1.217 -0.788
H -1.080 -0.839 1.132
H 0.389 -1.920 1.424
C 0.942 1.911 1.414
O 1.672 0.952 1.401
H 0.864 2.583 2.289
H 0.305 2.172 0.548
```


Entry 2:
A 2-piece molecular cluster, C4H8O3 overall at a distorted geometry, computed with ωB97M-V with the def2-TZVPD basis set.

Values from the calculation:
total charge	0
multiplicity	1
E	-10415.6368	eV
energy above the lowest of the compared OMol25 structures with the same formula, charge and spin	517.81	kJ/mol

```
15
C4H8O3 | the OMol25 dataset | ωB97M-V with the def2-TZVPD basis set
C 2.069 -1.155 1.143
O 0.958 -0.345 0.754
C -0.371 1.048 1.022
C -0.266 0.938 -0.450
O 0.779 1.155 -1.004
O -1.334 0.380 -1.048
C -0.988 -0.197 -2.316
H 3.064 -0.665 1.138
H 2.136 -1.928 0.347
H 1.956 -1.701 2.080
H -1.397 0.946 1.433
H 0.195 1.839 1.493
H -0.489 0.532 -2.958
H -0.304 -1.036 -2.148
H -1.917 -0.543 -2.764
```


Entry 3:
A 2-piece molecular cluster, C4H8O3 overall at a distorted geometry, computed with ωB97M-V with the def2-TZVPD basis set.

Values from the calculation:
total charge	0
multiplicity	1
E	-10419.0429	eV
energy above the lowest of the compared OMol25 structures with the same formula, charge and spin	189.17	kJ/mol
structure (SMILES)	O=CCCC=O.O

```
15
C4H8O3 | the OMol25 dataset | ωB97M-V with the def2-TZVPD basis set
O 2.176 0.607 -0.552
C 0.991 0.721 -0.395
C 0.095 -0.283 0.294
C -0.268 0.114 1.745
C -1.745 0.439 1.796
O -2.204 1.528 1.984
H 0.428 1.568 -0.849
H -0.815 -0.305 -0.305
H 0.453 -1.307 0.195
H 0.262 1.007 2.065
H -0.041 -0.653 2.483
H -2.393 -0.443 1.607
O 0.817 -1.122 -3.108
H 1.710 -1.436 -3.231
H 0.534 -0.434 -3.728
```